Entry 1:
The following is a DFT calculation (wB97M-V/def2-TZVPD) of a cluster of 12 separate species, C20H40N4O28 in total.

Atoms and positions in Å:
1 C -2.690780 1.526972 5.232648
2 C -3.528910 0.432742 5.789058
3 O -3.033240 -0.450558 6.452028
4 N -5.020220 0.414382 5.518748
5 H -5.451690 0.071552 6.365148
6 H -5.455900 1.309182 5.346658
7 C -5.282140 -0.478998 4.281938
8 H -2.180770 1.903842 6.119178
9 H -3.303070 2.230392 4.668378
10 H -1.928970 1.123052 4.565868
11 H -6.328660 -0.383098 3.992628
12 H -4.975250 -1.471718 4.611238
13 H -4.633530 -0.124228 3.480978
14 C -1.047090 -1.390178 -5.123832
15 C -1.761090 -0.026448 -5.385762
16 O -2.280360 0.151112 -6.513202
17 N -1.869980 0.985622 -4.290962
18 H -0.921980 1.063132 -3.951282
19 H -2.259040 1.851222 -4.636602
20 C -2.801400 0.485632 -3.195922
21 H -0.011960 -1.190268 -5.400692
22 H -1.459890 -2.205428 -5.718032
23 H -0.998410 -1.824848 -4.125442
24 H -2.293740 -0.219848 -2.538152
25 H -3.687980 -0.011778 -3.589182
26 H -3.082110 1.390042 -2.656162
27 C -0.666250 1.354412 1.956648
28 C 0.086030 0.326602 1.183128
29 O 1.039160 -0.331448 1.596438
30 N -0.465570 0.045442 -0.209272
31 H -1.409360 -0.302608 -0.118642
32 H -0.626510 0.931502 -0.666532
33 C 0.493360 -0.859738 -1.143762
34 H -1.558680 0.919652 2.406808
35 H -0.947000 2.256172 1.412488
36 H 0.033320 1.645562 2.740188
37 H 1.483770 -0.443508 -0.959552
38 H 0.102010 -0.989828 -2.152732
39 H 0.562530 -1.871088 -0.743142
40 C 6.743960 -1.018388 -3.880892
41 C 6.361580 -1.615968 -2.508862
42 O 7.107830 -2.290638 -1.744542
43 N 4.970100 -1.344478 -2.102852
44 H 4.241810 -1.394158 -2.800862
45 H 4.674860 -2.129688 -1.540382
46 C 4.958300 -0.066198 -1.238192
47 H 6.112810 -0.184468 -4.188012
48 H 6.686190 -1.786838 -4.651752
49 H 7.756690 -0.634128 -4.002662
50 H 3.982700 0.058302 -0.768292
51 H 5.243020 0.688272 -1.971552
52 H 5.693500 -0.284878 -0.463742
53 O -0.427350 4.621142 -2.059972
54 C -1.117820 3.881732 -1.184032
55 O -1.833320 4.394512 -0.341722
56 O -1.019490 2.633242 -1.185582
57 H 0.027630 3.929452 -2.545942
58 O -1.773450 -2.308718 1.833738
59 C -1.462410 -2.170368 3.079408
60 O -0.587480 -2.933458 3.510798
61 O -2.226200 -1.499038 3.823578
62 H -1.221570 -3.092798 1.880988
63 O -0.843860 -3.724558 -1.942902
64 C -0.073870 -4.506728 -1.184322
65 O 0.110870 -4.249168 0.033178
66 O 0.443690 -5.574258 -1.639862
67 H -0.668410 -4.096938 -2.810172
68 O 2.422240 -3.468208 1.141238
69 C 3.368250 -3.147208 0.283788
70 O 4.442700 -2.576668 0.692938
71 O 3.269870 -3.372448 -0.936662
72 H 1.755660 -3.783208 0.526398
73 O 3.827650 0.775872 1.784258
74 C 3.713720 1.257052 3.016028
75 O 3.212150 0.569872 3.913188
76 O 4.216530 2.334502 3.283088
77 H 3.171020 0.104192 1.982458
78 O -4.720960 -1.577608 1.068328
79 C -4.565710 -0.527618 0.286528
80 O -5.563910 -0.264178 -0.415222
81 O -3.485390 0.009342 0.204308
82 H -3.862830 -1.601988 1.498008
83 O 2.904480 1.206302 -2.905812
84 C 1.893590 1.940612 -3.299542
85 O 2.039500 3.113722 -3.319172
86 O 0.852610 1.357072 -3.638742
87 H 2.549060 0.406392 -3.300032
88 O -0.965920 5.987512 2.626008
89 C -0.334550 5.145062 3.342078
90 O 0.834150 5.414552 3.674648
91 O -0.995020 4.188512 3.694268
92 H -1.677830 5.365132 2.791668

Cartesian forces, eV/Å:
-1.1 0.0 -0.2
3.8 -1.5 0.9
-2.6 1.2 -0.6
-0.4 -0.6 -0.7
-0.1 -0.6 0.1
0.5 0.6 -0.2
0.2 0.1 0.6
0.1 0.6 -0.3
0.4 0.5 0.2
0.0 -0.3 0.0
0.1 -0.1 0.2
0.0 0.0 -0.5
0.1 -0.2 0.1
0.0 0.9 0.4
-1.8 -1.6 -3.4
1.6 0.4 4.0
-1.3 -2.4 -1.2
2.2 1.2 1.2
0.4 0.4 -0.3
-0.1 0.2 0.6
0.2 -0.1 -0.1
-0.1 0.6 -0.5
-0.2 0.8 0.4
0.1 0.3 -0.1
0.1 0.2 -0.4
0.1 -0.3 0.4
0.6 0.4 0.3
2.3 -2.2 1.4
-3.0 2.0 -2.0
2.0 -1.7 -1.2
-0.9 -0.7 0.5
0.1 1.6 -0.5
-0.8 0.2 2.5
0.0 -0.3 -0.2
0.0 -0.2 -0.3
-0.1 0.1 0.2
-0.2 0.3 -0.8
0.1 0.9 0.1
-0.4 0.1 0.5
-0.4 -0.3 1.1
0.7 1.0 -2.0
0.3 -0.2 -0.2
0.7 0.7 1.1
0.0 0.6 -0.6
-0.4 -1.1 1.6
-0.3 -1.4 -0.7
-0.4 0.0 0.0
-0.2 -0.5 -0.8
0.4 0.0 0.6
0.2 0.2 -0.2
-0.1 0.4 0.6
-0.1 0.2 -0.1
0.1 0.3 -0.9
-1.6 -1.0 2.8
-1.0 2.6 0.4
1.2 -2.3 -2.1
1.0 -0.1 -0.6
-0.9 0.3 -3.0
-0.8 0.0 5.6
0.9 -0.3 0.1
-1.1 2.0 0.3
1.0 -1.6 -2.7
-0.8 1.2 -1.3
3.1 -3.9 4.2
-1.4 1.7 -0.9
-1.2 0.9 -2.1
-0.1 -0.2 -0.4
0.0 -0.1 0.2
5.0 2.4 0.6
-1.4 -0.6 0.7
-1.7 -0.7 -2.2
-1.5 -0.7 0.2
-0.8 -0.7 -1.4
1.4 1.6 3.4
-1.6 -2.3 0.3
1.8 3.2 -0.8
-0.2 -1.6 -1.2
-0.2 -1.6 2.3
-2.3 0.6 -3.2
-1.5 0.4 -0.4
3.2 1.3 0.4
0.8 -0.8 0.6
1.5 -2.2 -0.1
-1.1 1.3 0.0
0.7 4.8 0.0
-3.0 -2.9 -1.5
0.7 -1.4 0.6
-2.5 3.3 -2.6
7.4 0.3 3.1
0.5 0.2 0.1
-2.8 -4.0 1.5
-3.1 0.4 -1.7

Calculated values
- HOMO level (spin up / spin down): 0.2261 / 0.1886 Ha
- Expectation value of S²: 0.754
- HOMO-LUMO gap (spin up / spin down): 0.020 / 0.057 hartree
- Lowest unoccupied orbital energy (spin up / spin down): 6.70 / 6.69 eV
- Total charge: -5
- Total energy: -3111.34028 Eh
- 2S+1: 2

Löwdin population analysis, charges in e, atoms 1 to 4: number 1, C, carries 0.04; number 2, C, carries -0.42; number 3, O, carries 0.14; number 4, N, carries 0.08

=====

Entry 2:
The following is a DFT calculation (wB97M-V/def2-TZVPD) of a cluster of 4 separate species, C36H71FN5O6P2S in total.

Atoms and positions in Å:
1 C -2.196434 1.974743 2.520571
2 C -2.385001 1.194435 3.452246
3 C -2.506783 0.167549 4.632720
4 C -3.615224 -0.968463 4.350225
5 C -2.904541 -2.057924 3.434456
6 C -3.916422 -2.834989 2.440342
7 C -4.721580 -1.882675 1.424826
8 S -6.448107 -2.521587 1.473848
9 O -7.046283 -2.386393 2.813287
10 O -6.477837 -3.944296 1.078451
11 F -7.461751 -1.690908 0.446033
12 C -3.930958 -1.810868 0.036105
13 C -3.060402 -0.483058 -0.021434
14 C -3.877393 0.843340 -0.263678
15 C -5.226843 1.034785 -0.036698
16 P -4.760278 -2.462642 -1.551956
17 P -4.885691 -0.881274 -3.072073
18 O -6.103808 -0.013806 -2.886990
19 O -5.128329 -1.722053 -4.533500
20 O -3.452228 -0.030928 -3.261795
21 C -2.903489 -3.029247 0.351041
22 C -1.976095 -3.433186 -0.881735
23 C -0.434153 -3.584202 -0.368747
24 C 0.516906 -2.462896 -1.049202
25 C 1.525519 -1.997222 0.118885
26 N 2.389928 -0.858409 -0.253793
27 C 1.629487 0.355727 -0.457721
28 N 1.870747 1.076699 -1.504603
29 N 0.582991 0.816221 0.491053
30 N -2.920278 -3.560353 1.553311
31 N -2.157881 -4.620648 2.004811
32 C -2.807773 -5.377620 2.804240
33 O -3.474074 -5.781004 3.671530
34 H -2.003925 2.467283 1.533272
35 H -2.637578 0.659741 5.644853
36 H -1.490650 -0.356677 4.677635
37 H -3.837181 -1.468209 5.345864
38 H -4.578899 -0.552999 3.937868
39 H -2.197165 -1.493885 2.730533
40 H -2.262866 -2.765721 4.037841
41 H -4.747661 -3.439624 2.909026
42 H -4.836053 -0.839368 1.846030
43 H -2.414743 -0.307906 0.898639
44 H -2.327569 -0.573364 -0.897295
45 H -3.303065 1.717746 -0.709020
46 H -5.684342 2.029549 0.268548
47 H -5.950400 0.181841 -0.179385
48 H -6.134709 -2.804949 -1.317981
49 H -4.916080 -1.035548 -5.211231
50 H -3.727378 0.800810 -3.723100
51 H -1.936970 -2.585202 -1.643712
52 H -2.311785 -4.394488 -1.372277
53 H -0.113918 -4.633142 -0.624574
54 H -0.425872 -3.347127 0.737889
55 H -0.068707 -1.603501 -1.490249
56 H 1.160423 -3.004898 -1.813604
57 H 2.076785 -2.923507 0.455218
58 H 0.877044 -1.670254 1.001202
59 H 3.014329 -1.067527 -1.037025
60 H 1.218750 1.870609 -1.453215
61 H 0.905032 0.724662 1.463751
62 H -0.241950 0.193750 0.424070
63 C -2.209894 -7.973146 10.340607
64 C -2.741406 -7.960325 8.913162
65 C -1.681592 -8.321434 7.871156
66 C -0.491234 -7.361971 7.791627
67 C -0.848751 -5.903316 7.503095
68 C -1.524744 -5.706718 6.152809
69 H -1.420845 -7.231751 10.485124
70 H -3.012903 -7.741197 11.044236
71 H -1.809947 -8.957094 10.597940
72 H -3.179542 -6.982009 8.691777
73 H -3.558594 -8.685373 8.840169
74 H -2.162633 -8.388997 6.889402
75 H -1.300445 -9.325792 8.086700
76 H 0.190637 -7.721112 7.011909
77 H 0.076521 -7.405351 8.725831
78 H 0.071651 -5.310895 7.521869
79 H -1.487206 -5.502106 8.295541
80 H -0.881805 -6.061337 5.341187
81 H -1.728792 -4.644691 5.984130
82 H -2.476701 -6.238686 6.096148
83 C 4.112250 3.408596 -0.486994
84 C 4.842313 3.011352 -1.762776
85 C 6.360419 3.169611 -1.663751
86 C 6.853606 4.599877 -1.430131
87 C 6.417222 5.618869 -2.483849
88 C 6.948031 5.308157 -3.877198
89 H 4.262274 4.463811 -0.247293
90 H 3.038456 3.245753 -0.601789
91 H 4.456110 2.809498 0.360836
92 H 4.450772 3.588149 -2.606269
93 H 4.617323 1.961899 -1.978850
94 H 6.815280 2.771133 -2.576425
95 H 6.729954 2.539783 -0.845999
96 H 7.948602 4.584551 -1.383330
97 H 6.518904 4.946351 -0.447077
98 H 6.783489 6.605771 -2.183473
99 H 5.325725 5.693524 -2.514448
100 H 8.040587 5.273712 -3.878334
101 H 6.633564 6.082742 -4.580891
102 H 6.572354 4.351936 -4.248772
103 C 2.921691 6.459264 -5.648389
104 C 2.415178 6.408971 -7.083915
105 C 3.483562 5.967847 -8.085294
106 C 4.698406 6.893022 -8.193035
107 C 4.382308 8.342649 -8.564972
108 C 3.735052 8.484262 -9.936518
109 H 3.726277 7.188244 -5.529208
110 H 2.112267 6.747563 -4.972641
111 H 3.292907 5.480439 -5.332375
112 H 2.005532 7.383889 -7.364515
113 H 1.581227 5.700474 -7.133745
114 H 3.018414 5.859821 -9.070476
115 H 3.835976 4.966980 -7.809762
116 H 5.384407 6.476759 -8.939686
117 H 5.248882 6.885589 -7.246655
118 H 5.316751 8.912755 -8.560092
119 H 3.740214 8.800609 -7.806334
120 H 4.381498 8.072632 -10.715973
121 H 3.560836 9.538368 -10.164430
122 H 2.770734 7.973111 -9.983232

Cartesian forces, eV/Å:
-0.1 -1.5 0.3
0.2 0.1 0.0
0.3 0.3 -0.9
1.2 -0.3 0.9
-1.1 1.1 -0.8
0.3 1.3 0.6
0.2 1.6 0.2
-4.0 -3.7 2.1
1.9 1.3 -2.6
1.0 3.0 -0.8
2.4 -0.9 1.4
1.0 -1.4 2.6
-0.1 0.8 -2.0
-1.4 0.4 0.1
1.1 -0.5 -0.1
0.8 -1.1 -0.4
-2.8 2.1 -2.3
2.2 -1.0 0.1
1.6 1.5 2.1
-1.9 -1.0 0.0
0.9 -0.3 -2.7
1.3 0.1 1.4
-0.7 1.1 -0.6
0.7 -1.5 1.2
-1.2 -0.1 -0.2
-1.7 0.3 0.7
0.5 0.7 -1.6
-0.9 -1.1 1.6
0.6 -1.6 -0.1
-2.6 1.4 -2.2
-0.5 -1.8 0.7
-1.2 2.1 1.1
1.8 -0.3 -2.0
-0.3 -0.5 1.8
-0.1 -0.3 -1.4
-1.3 0.7 0.0
0.0 0.7 -1.2
1.1 -0.4 0.4
-0.9 -0.8 0.9
-1.0 0.6 -0.6
1.7 -0.1 -0.1
0.2 -1.1 -0.4
-1.0 -0.4 -0.8
-0.9 0.0 1.1
-0.3 -1.1 1.5
0.7 -1.2 -1.4
0.8 0.8 1.0
0.5 1.0 0.1
-0.3 -0.8 0.3
0.3 -0.6 0.6
-0.7 -1.2 1.0
0.1 1.2 0.7
-0.1 1.2 0.7
0.2 -0.8 -1.2
0.7 -0.9 0.4
-1.0 1.1 0.5
-0.2 1.2 -0.4
1.0 -0.4 -1.0
-0.4 0.4 0.3
0.6 -0.1 0.0
0.0 0.1 -0.5
0.6 0.5 0.0
-0.1 0.1 0.1
0.0 -0.2 0.0
-0.1 0.0 -0.1
0.0 0.0 0.1
0.2 0.0 0.0
-0.1 0.1 0.0
0.0 -0.1 0.0
0.1 0.0 0.0
0.0 0.1 0.0
0.0 0.0 0.0
0.0 0.1 0.0
0.0 0.0 0.0
0.0 0.1 0.0
0.0 0.0 0.0
0.0 0.0 0.0
-0.1 0.0 0.1
0.0 0.0 0.0
0.0 0.0 0.0
0.0 0.0 0.0
0.1 0.0 0.0
-0.1 0.1 -0.1
0.1 -0.1 0.1
0.0 0.0 -0.1
0.0 0.0 0.1
0.1 0.0 0.0
-0.1 0.1 -0.1
0.0 -0.1 0.0
0.1 0.0 0.1
0.0 0.1 0.0
0.0 0.0 0.0
0.0 0.1 0.0
0.0 0.0 0.0
0.0 0.0 0.0
-0.1 0.0 0.0
0.0 0.0 0.0
-0.1 0.0 0.0
0.0 0.0 0.0
0.0 0.0 0.0
0.1 -0.1 0.0
0.0 0.0 0.0
-0.1 0.1 0.1
0.0 -0.1 0.0
-0.1 0.0 -0.1
0.1 0.0 0.1
0.1 -0.1 -0.1
-0.1 0.1 0.0
0.0 -0.1 0.0
0.1 0.0 0.0
0.0 0.1 0.0
0.0 0.0 0.0
0.0 0.1 0.0
0.0 0.0 0.0
0.0 0.0 0.0
0.0 0.0 0.0
0.0 0.0 0.0
-0.1 0.0 0.1
0.0 0.0 0.0
-0.1 0.0 0.0
0.0 -0.1 -0.1
0.0 0.0 0.0

Calculated values
- HOMO level: -0.4248 Ha
- HOMO-LUMO gap: 0.257 hartree
- Lowest unoccupied orbital energy: -4.58 eV
- Total charge: +1
- Total energy: -3319.79134 Eh

Löwdin population analysis, charges in e, atoms 1 to 4: number 1, C, carries 0.07; number 2, C, carries -0.12; number 3, C, carries -0.18; number 4, C, carries -0.16

=====

Entry 3:
The following is a DFT calculation (wB97M-V/def2-TZVPD) of the molecule C4H5NO.

Atoms and positions in Å:
1 C 0.367507 1.377482 1.059963
2 C 0.213246 -0.030453 0.657930
3 O -0.894860 -0.426298 0.134437
4 C -0.717024 -1.378859 -0.847367
5 C 0.233848 -1.052612 -1.820194
6 N 1.021816 -0.708590 -2.611265
7 H 1.068949 1.470289 1.890874
8 H 0.803843 1.913705 0.200907
9 H -0.594880 1.841565 1.296803
10 H 1.040132 -0.736732 0.613409
11 H -1.562277 -2.025336 -1.004224

Cartesian forces, eV/Å:
0.1 0.0 -0.1
1.2 0.4 0.6
-1.0 -0.7 -0.7
-0.3 0.3 0.1
0.7 0.2 -0.8
-0.7 -0.4 0.7
-0.1 0.0 0.0
-0.1 0.1 0.2
0.2 -0.1 0.0
0.0 0.2 0.0
0.1 0.1 -0.1

Calculated values
- HOMO level (spin up / spin down): -0.2805 / -0.3063 Ha
- HOMO-LUMO gap (spin up / spin down): 0.250 / 0.310 hartree
- Lowest unoccupied orbital energy (spin up / spin down): -0.83 / 0.11 eV
- Total charge: 0
- Total energy: -285.27517 Eh

Löwdin population analysis, charges in e, atoms 1 to 4: number 1, C, carries -0.04; number 2, C, carries -0.18; number 3, O, carries -0.02; number 4, C, carries -0.12

=====

Entry 4:
The following is a DFT calculation (wB97M-V/def2-TZVPD) of the molecule C4H3NO2.

Atoms and positions in Å:
1 H -2.224005 1.711002 0.981284
2 N -1.819443 0.796321 1.162301
3 C -0.672923 0.705063 0.674481
4 O 0.277844 1.393525 0.055585
5 C 0.480547 -0.139614 0.637522
6 C 0.836313 -1.070932 -0.422321
7 C 0.425300 -0.782037 -1.649214
8 O 0.085357 -0.501162 -2.719595
9 H 1.027160 -0.267539 1.574974
10 H 1.583850 -1.844627 -0.295015

Cartesian forces, eV/Å:
-0.1 0.1 0.0
-0.1 0.1 -0.3
-0.3 -0.4 0.4
0.4 -0.4 0.7
0.1 0.2 -0.1
0.0 0.1 -0.2
-0.2 0.0 -0.9
0.3 -0.3 0.9
0.1 0.4 -0.4
-0.1 0.1 0.0

Calculated values
- HOMO level: -0.3479 Ha
- SMILES: [H]/N=C1\O[C@@H]1C=C=O
- HOMO-LUMO gap: 0.362 hartree
- Lowest unoccupied orbital energy: 0.39 eV
- Total charge: 0
- Total energy: -359.36044 Eh

Löwdin population analysis, charges in e, atoms 1 to 4: number 1, H, carries 0.06; number 2, N, carries 0.17; number 3, C, carries -0.54; number 4, O, carries 0.08